Entry from the Open Molecules 2025 dataset: a 2-piece molecular cluster, H2O3S overall at a distorted geometry (the ωB97M-V functional and the def2-TZVPD basis).

Output
frontier orbital gap (spin up / spin down): 9.188 / 9.189 eV
highest occupied orbital energy (spin up / spin down): -9.9 / -9.9 eV
E_tot: -624.87285 hartree
LUMO level (spin up / spin down): -0.68 / -0.68 eV
energy above the lowest of the compared OMol25 structures with the same formula, charge and spin: 1.08 kcal/mol
molar mass: 82.080 g mol⁻¹
net charge: 0

Each line ends with the Löwdin charge.
Atoms and positions in Å:
1 O 1.061 -0.654 0.060  -0.099
2 O 1.230 0.674 -0.023  -0.144
3 O -0.437 1.327 -0.047  -0.581
4 S -1.352 0.110 0.194  0.816
5 H 1.031 -0.880 0.935  0.038
6 H -1.533 -0.577 -1.119  -0.031

Entry from the Open Molecules 2025 dataset: a 3-piece molecular cluster, H2O4P2 overall at a distorted geometry (the ωB97M-V functional and the def2-TZVPD basis).

Output
frontier orbital gap: 6.669 eV
highest occupied orbital energy: 0.8 eV
E_tot: -984.91596 hartree
LUMO level: 7.42 eV
energy above the lowest of the compared OMol25 structures with the same formula, charge and spin: 24.64 kcal/mol
molar mass: 127.960 g mol⁻¹
net charge: -2

Each line ends with the Löwdin charge.
Atoms and positions in Å:
1 O -3.339 -2.578 -0.501  -0.636
2 O -2.601 1.534 0.394  -0.680
3 O -1.648 -1.638 1.054  -0.599
4 O -4.992 1.160 -0.286  -0.633
5 P -3.050 -1.552 0.564  0.270
6 P -3.592 0.700 -0.493  0.273
7 H -0.047 0.055 -1.637  0.011
8 H 0.550 -0.208 -2.168  -0.006

Entry from the Open Molecules 2025 dataset: a 2-piece molecular cluster, H2S overall at a distorted geometry (the ωB97M-V functional and the def2-TZVPD basis).

Output
frontier orbital gap (spin up / spin down): 7.203 / 7.181 eV
highest occupied orbital energy (spin up / spin down): -9.9 / -9.9 eV
E_tot: -399.22495 hartree
LUMO level (spin up / spin down): -2.69 / -2.71 eV
energy above the lowest of the compared OMol25 structures with the same formula, charge and spin: 93.39 kcal/mol
molar mass: 34.083 g mol⁻¹
net charge: 0

Each line ends with the Löwdin charge.
Atoms and positions in Å:
1 S 0.125 0.218 0.872  0.242
2 H -1.006 0.499 -1.301  0.135
3 H 0.881 -0.717 0.429  -0.377

Entry from the Open Molecules 2025 dataset: H30MnO16P as an isolated structure at a distorted geometry (the ωB97M-V functional and the def2-TZVPD basis).

Output
frontier orbital gap (spin up / spin down): 4.562 / 7.678 eV
highest occupied orbital energy (spin up / spin down): -17.6 / -21.5 eV
E_tot: -2712.50540 hartree
spin multiplicity: 7
LUMO level (spin up / spin down): -13.02 / -13.79 eV
molar mass: 372.136 g mol⁻¹
net charge: +4

Each line ends with the Löwdin spin population.
Atoms and positions in Å:
1 O -23.470 27.687 25.879  0.036
2 H -23.600 28.501 25.387  0.010
3 H -23.499 27.908 26.813  0.009
4 H -22.614 27.320 25.647  0.019
5 O -20.743 30.787 26.828  0.061
6 H -21.649 30.835 27.140  0.011
7 H -20.608 29.869 26.582  0.040
8 H -20.121 30.981 27.533  0.021
9 O -21.329 30.150 31.077  0.095
10 H -21.081 29.234 31.224  0.062
11 H -22.178 30.076 30.635  0.018
12 H -20.752 30.497 30.394  0.038
13 O -24.465 28.928 32.114  0.019
14 H -23.773 28.400 32.519  0.011
15 H -24.152 29.469 31.386  0.004
16 H -25.241 28.463 31.794  0.003
17 O -25.444 26.665 28.806  0.013
18 H -24.745 27.270 28.547  0.004
19 H -26.006 27.033 29.491  0.003
20 H -25.144 25.779 29.024  0.004
21 O -21.625 26.778 28.974  0.138
22 H -20.938 26.943 28.324  0.070
23 H -21.273 27.000 29.839  0.081
24 H -22.371 27.305 28.680  0.028
25 Mn -24.431 31.491 26.783  4.728
26 P -23.802 29.711 28.625  0.043
27 O -23.630 28.194 28.277  0.057
28 O -22.974 30.595 27.722  0.102
29 O -23.533 29.896 30.079  0.045
30 O -25.168 30.338 28.192  0.088
31 O -26.347 30.625 30.584  0.006
32 H -26.498 29.707 30.807  0.001
33 H -26.007 30.603 29.690  0.002
34 O -27.281 29.186 26.989  0.004
35 H -27.878 28.976 27.707  0.000
36 H -26.616 29.748 27.386  0.001
37 O -24.025 33.333 27.713  0.061
38 H -23.610 33.285 28.574  0.003
39 H -23.781 34.195 27.377  0.004
40 O -23.910 32.670 30.453  0.006
41 H -23.224 32.665 31.121  0.002
42 H -24.187 31.756 30.388  0.001
43 O -26.444 32.281 26.353  0.041
44 H -26.848 32.724 25.606  0.003
45 H -27.052 32.430 27.077  0.001
46 O -28.251 32.048 28.446  0.001
47 H -27.615 31.428 28.803  0.000
48 H -29.080 31.570 28.449  0.000

Entry from the Open Molecules 2025 dataset: H30NO13 as an isolated structure at a distorted geometry (the ωB97M-V functional and the def2-TZVPD basis).

Output
frontier orbital gap: 9.491 eV
highest occupied orbital energy: -12.9 eV
E_tot: -1050.41405 hartree
LUMO level: -3.43 eV
energy above the lowest of the compared OMol25 structures with the same formula, charge and spin: 232.96 kcal/mol
molar mass: 252.234 g mol⁻¹
net charge: +1

Each line ends with the Löwdin charge.
Atoms and positions in Å:
1 N 0.058 0.054 -0.012  0.357
2 H 0.399 -0.731 -0.550  0.092
3 H -0.594 0.555 -0.591  0.105
4 H 0.672 0.481 0.578  0.052
5 H -0.439 -0.635 0.642  0.151
6 O 2.312 0.834 2.620  -0.039
7 H 1.659 0.830 3.404  0.106
8 H 2.537 1.674 2.575  -0.112
9 O 0.946 -3.357 -2.887  -0.110
10 H 0.580 -4.414 -2.885  0.165
11 H 0.221 -2.846 -2.651  -0.207
12 O -2.772 2.207 0.127  -0.108
13 H -2.126 2.559 0.820  0.050
14 H -3.416 1.692 0.777  0.134
15 O -0.062 1.110 -3.306  -0.085
16 H -0.779 1.446 -2.826  -0.094
17 H 0.735 1.748 -3.013  0.128
18 O 2.429 3.200 1.695  -0.123
19 H 2.451 4.095 2.077  0.064
20 H 1.511 3.043 1.209  -0.030
21 O -2.500 -2.378 -0.241  -0.091
22 H -3.448 -2.725 -0.367  0.112
23 H -2.109 -3.033 0.404  0.059
24 O 3.236 1.046 -0.081  -0.041
25 H 3.294 1.074 0.870  -0.013
26 H 3.618 0.176 -0.186  0.030
27 O -0.807 -2.110 -2.395  0.092
28 H -1.363 -2.411 -1.789  -0.033
29 H -1.341 -1.480 -2.795  0.073
30 O -1.048 -0.247 3.609  0.005
31 H -1.379 -0.969 3.325  -0.106
32 H -1.867 0.007 4.151  0.107
33 O 0.124 -2.928 1.696  -0.046
34 H -0.292 -3.868 1.610  0.118
35 H 0.844 -2.786 1.183  -0.090
36 O -2.624 1.510 -2.574  -0.050
37 H -2.505 2.417 -3.258  0.224
38 H -2.688 1.736 -1.763  -0.155
39 O 0.288 3.181 0.652  0.018
40 H -0.108 3.898 0.170  0.095
41 H -0.177 3.530 1.452  0.122
42 O 1.810 -2.355 -0.204  0.010
43 H 1.956 -2.557 -1.053  -0.027
44 H 2.764 -2.269 -0.222  0.093

Entry from the Open Molecules 2025 dataset: a 14-piece molecular cluster, H30NO13 overall at a distorted geometry (the ωB97M-V functional and the def2-TZVPD basis).

Output
frontier orbital gap: 8.746 eV
highest occupied orbital energy: -12.5 eV
E_tot: -1050.48505 hartree
LUMO level: -3.72 eV
energy above the lowest of the compared OMol25 structures with the same formula, charge and spin: 188.41 kcal/mol
molar mass: 252.234 g mol⁻¹
net charge: +1

Each line ends with the Löwdin charge.
Atoms and positions in Å:
1 N 47.288 0.585 21.298  0.306
2 H 47.575 0.505 22.179  0.008
3 H 46.742 1.436 21.209  0.112
4 H 46.797 -0.316 21.377  0.079
5 H 48.088 0.421 20.621  0.139
6 O 48.864 3.047 19.788  -0.090
7 H 48.165 3.508 20.277  -0.073
8 H 48.462 2.415 19.197  -0.065
9 O 47.254 -1.570 23.164  -0.004
10 H 47.073 -2.407 22.823  0.046
11 H 48.073 -1.688 23.672  0.068
12 O 49.591 -0.076 21.769  -0.005
13 H 49.625 -0.753 22.469  0.086
14 H 50.090 0.659 21.895  0.043
15 O 44.803 -1.272 21.510  -0.048
16 H 45.242 -1.016 20.698  -0.019
17 H 45.439 -1.141 22.214  -0.005
18 O 48.239 0.701 24.461  -0.067
19 H 48.464 1.237 25.327  0.169
20 H 49.081 0.261 24.255  0.062
21 O 46.251 -1.402 19.263  -0.110
22 H 46.301 -2.338 19.376  0.038
23 H 46.898 -1.194 18.440  -0.001
24 O 44.797 1.197 19.254  -0.080
25 H 45.739 1.373 18.827  0.053
26 H 44.357 2.005 19.457  0.016
27 O 44.472 0.943 22.524  -0.049
28 H 44.873 0.701 23.341  -0.048
29 H 44.001 0.176 22.321  -0.011
30 O 47.432 1.797 18.168  -0.030
31 H 47.715 1.190 17.426  0.092
32 H 47.220 2.532 17.644  0.077
33 O 47.951 -0.770 17.716  -0.009
34 H 48.342 0.042 17.403  0.053
35 H 48.562 -0.961 18.510  0.100
36 O 45.919 0.469 24.615  0.007
37 H 45.474 0.805 25.348  0.052
38 H 46.776 0.748 24.694  -0.092
39 O 50.422 -1.389 19.518  -0.084
40 H 50.213 -1.052 20.368  -0.058
41 H 50.454 -2.448 19.686  0.152
42 O 47.119 3.782 21.237  0.051
43 H 46.461 4.327 20.898  0.065
44 H 47.299 4.055 22.108  0.075